1.
Below is a cluster of 20 separate species, C70H80F10N10O30 in total, with properties calculated with ωB97M-V/def2-TZVPD.

Last column: Löwdin charge in e.
Cartesian coordinates (Å):
C  4.640  2.150  -5.779  -0.02
C  3.178  1.972  -5.523  -0.43
O  2.655  1.420  -6.666  0.12
C  3.481  1.683  -7.708  -0.53
O  3.218  1.594  -8.899  0.14
O  4.652  2.104  -7.217  0.08
F  2.506  3.045  -5.314  0.14
H  5.214  1.283  -5.451  0.13
H  5.121  3.063  -5.428  0.14
H  2.815  1.329  -4.721  0.14
C  2.631  -0.772  6.302  -0.11
C  3.001  -2.108  6.805  -0.26
O  2.725  -2.852  5.630  0.11
C  1.724  -2.251  4.914  -0.53
O  1.073  -2.771  4.041  0.15
O  1.595  -1.017  5.414  0.07
F  2.095  -2.374  7.811  0.07
H  3.434  -0.259  5.772  0.13
H  2.275  -0.077  7.062  0.16
H  4.032  -2.267  7.122  0.18
C  -5.739  3.462  -4.972  -0.09
C  -4.324  3.374  -5.336  -0.34
O  -4.001  4.715  -5.316  0.14
C  -5.058  5.352  -5.738  -0.59
O  -5.031  6.520  -6.132  0.13
O  -6.099  4.615  -5.556  0.14
F  -4.141  2.795  -6.536  0.11
H  -5.849  3.649  -3.904  0.14
H  -6.344  2.651  -5.376  0.16
H  -3.685  2.905  -4.587  0.17
C  0.350  3.505  -0.186  -0.06
C  1.306  3.309  1.006  -0.28
O  0.700  4.251  1.875  0.14
C  -0.590  4.377  1.660  -0.57
O  -1.395  4.837  2.427  0.14
O  -0.878  3.758  0.495  0.05
F  2.566  3.718  0.743  0.08
H  0.323  2.538  -0.689  0.11
H  0.745  4.319  -0.794  0.15
H  1.335  2.272  1.343  0.15
C  5.984  -2.430  1.206  -0.07
C  5.675  -2.873  2.654  -0.38
O  6.617  -3.895  2.842  0.12
C  7.703  -3.495  2.013  -0.43
O  8.827  -4.074  2.000  0.09
O  7.390  -2.516  1.149  0.09
F  4.477  -3.381  2.779  0.11
H  5.579  -1.450  0.952  0.11
H  5.497  -3.128  0.524  0.12
H  5.787  -2.045  3.354  0.15
C  -1.351  -3.465  6.332  -0.05
C  -1.988  -3.175  4.956  -0.37
O  -2.270  -1.816  5.049  0.11
C  -1.579  -1.238  6.057  -0.47
O  -1.416  -0.019  6.221  0.12
O  -0.936  -2.207  6.778  0.06
F  -3.137  -3.758  4.986  0.11
H  -0.526  -4.174  6.276  0.13
H  -2.140  -3.858  6.973  0.14
H  -1.457  -3.341  4.019  0.15
C  -3.417  -6.630  2.220  -0.05
C  -2.984  -5.304  1.591  -0.35
O  -2.534  -5.892  0.436  0.14
C  -1.804  -6.954  0.827  -0.59
O  -0.993  -7.515  0.120  0.16
O  -2.261  -7.333  1.957  0.11
F  -2.029  -4.644  2.220  0.10
H  -4.327  -7.056  1.798  0.16
H  -3.547  -6.492  3.293  0.14
H  -3.846  -4.641  1.520  0.16
C  0.666  -4.508  0.315  -0.05
C  0.282  -4.071  -1.069  -0.32
O  1.423  -3.381  -1.485  0.14
C  2.390  -3.390  -0.600  -0.56
O  3.520  -2.963  -0.685  0.14
O  1.942  -3.935  0.532  0.09
F  -0.821  -3.343  -0.991  0.11
H  0.797  -5.590  0.298  0.13
H  -0.068  -4.224  1.070  0.13
H  0.093  -4.936  -1.705  0.18
C  -0.718  4.555  -5.708  -0.04
C  -0.560  3.232  -6.451  -0.33
O  -0.166  2.452  -5.396  0.10
C  -0.823  2.912  -4.243  -0.49
O  -0.865  2.432  -3.127  0.14
O  -1.182  4.168  -4.433  0.07
F  0.376  3.332  -7.411  0.10
H  -1.422  5.283  -6.111  0.14
H  0.183  5.120  -5.467  0.15
H  -1.496  2.901  -6.901  0.17
C  0.139  -1.168  -5.400  -0.02
C  0.410  -1.102  -3.928  -0.30
O  -0.884  -1.154  -3.339  0.15
C  -1.753  -0.812  -4.215  -0.60
O  -2.916  -0.546  -3.913  0.11
O  -1.278  -0.899  -5.458  0.11
F  0.973  0.095  -3.755  0.07
H  0.454  -2.073  -5.919  0.14
H  0.662  -0.293  -5.789  0.13
H  1.099  -1.825  -3.493  0.15
N  -1.761  0.509  1.173  0.06
C  -1.073  -0.369  1.929  -0.11
C  -0.059  -0.915  1.135  -0.08
C  -0.257  -0.393  -0.145  -0.13
C  -1.247  0.510  -0.071  -0.16
H  -2.417  1.210  1.485  0.12
H  -1.198  -0.411  3.001  0.10
H  0.805  -1.491  1.429  0.09
H  0.310  -0.549  -1.051  0.09
H  -1.693  1.078  -0.874  0.11
N  -4.698  2.133  1.970  0.04
C  -5.114  0.893  2.354  -0.15
C  -4.441  0.561  3.470  -0.13
C  -3.537  1.566  3.743  -0.13
C  -3.808  2.623  2.904  -0.11
H  -4.921  2.569  1.087  0.11
H  -5.700  0.286  1.680  0.10
H  -4.509  -0.366  4.020  0.09
H  -2.758  1.530  4.491  0.08
H  -3.375  3.612  2.932  0.10
N  0.429  3.120  5.024  0.03
C  0.212  4.207  5.733  -0.15
C  1.413  4.600  6.284  -0.12
C  2.340  3.700  5.877  -0.15
C  1.736  2.735  5.147  -0.13
H  -0.334  2.679  4.529  0.14
H  -0.752  4.670  5.884  0.12
H  1.407  5.522  6.847  0.10
H  3.396  3.806  6.079  0.10
H  2.170  1.886  4.639  0.10
N  5.677  1.292  -2.330  0.02
C  4.799  0.267  -2.089  -0.13
C  3.529  0.806  -1.994  -0.13
C  3.693  2.195  -2.095  -0.10
C  5.046  2.461  -2.402  -0.13
H  6.658  1.144  -2.520  0.16
H  5.144  -0.745  -1.934  0.12
H  2.602  0.306  -1.757  0.09
H  2.906  2.900  -1.870  0.10
H  5.623  3.373  -2.443  0.12
N  -4.007  -1.912  0.519  0.06
C  -5.107  -2.446  1.085  -0.22
C  -6.002  -2.891  0.186  -0.11
C  -5.390  -2.649  -1.071  -0.08
C  -4.174  -2.031  -0.773  -0.16
H  -3.162  -1.616  0.987  0.13
H  -5.233  -2.392  2.157  0.11
H  -6.900  -3.450  0.405  0.10
H  -5.796  -2.960  -2.022  0.09
H  -3.292  -1.757  -1.333  0.11
N  -6.028  1.102  -1.164  0.04
C  -6.865  2.234  -0.952  -0.09
C  -6.103  3.397  -1.185  -0.11
C  -4.863  2.900  -1.476  -0.19
C  -4.813  1.530  -1.570  -0.13
H  -6.353  0.146  -1.154  0.13
H  -7.907  2.146  -0.684  0.10
H  -6.326  4.452  -1.121  0.11
H  -3.952  3.445  -1.673  0.10
H  -4.052  0.803  -1.811  0.10
N  3.369  -3.776  -5.664  0.00
C  3.462  -2.986  -4.526  -0.10
C  3.637  -1.680  -4.958  -0.10
C  3.822  -1.800  -6.345  -0.12
C  3.562  -3.058  -6.789  -0.13
H  3.206  -4.773  -5.680  0.15
H  3.286  -3.354  -3.525  0.09
H  3.688  -0.791  -4.347  0.07
H  4.166  -1.001  -6.984  0.09
H  3.534  -3.520  -7.764  0.12
N  4.468  1.185  0.781  0.04
C  3.413  0.570  1.316  -0.18
C  3.666  0.002  2.554  -0.08
C  4.980  0.454  2.889  -0.11
C  5.493  1.105  1.721  -0.09
H  4.547  1.595  -0.139  0.09
H  2.544  0.386  0.703  0.09
H  3.046  -0.546  3.248  0.08
H  5.497  0.330  3.829  0.09
H  6.460  1.458  1.395  0.10
N  -2.072  8.651  -1.340  -0.01
C  -1.791  7.543  -0.548  -0.10
C  -2.220  6.471  -1.300  -0.12
C  -2.687  6.942  -2.533  -0.11
C  -2.665  8.317  -2.490  -0.14
H  -2.172  9.602  -1.014  0.15
H  -1.536  7.650  0.496  0.11
H  -2.315  5.479  -0.883  0.08
H  -3.040  6.250  -3.284  0.08
H  -2.962  9.023  -3.251  0.11
N  -0.258  -7.004  5.836  0.00
C  0.068  -6.641  4.565  -0.13
C  1.416  -6.215  4.550  -0.08
C  1.894  -6.476  5.865  -0.12
C  0.895  -6.999  6.629  -0.13
H  -1.103  -7.429  6.190  0.14
H  -0.595  -6.716  3.716  0.09
H  1.895  -5.761  3.695  0.09
H  2.879  -6.139  6.152  0.10
H  0.898  -7.198  7.690  0.10

Calculated values
Orbital gap in eV: 7.9
Charge: 0


2.
Below is a cluster of 2 separate species, C4H9P in total, with properties calculated with ωB97M-V/def2-TZVPD.

Last column: Löwdin charge in e.
Cartesian coordinates (Å):
C  -0.272  -1.297  -0.035  -0.12
C  -0.607  -0.015  0.702  -0.39
C  0.799  -0.303  0.296  -0.52
C  -1.479  1.039  0.134  -0.07
P  2.415  0.308  0.160  0.66
H  -0.350  -2.301  0.542  0.13
H  -0.556  -1.301  -1.059  0.08
H  -0.739  -0.054  1.775  0.13
H  1.297  1.029  -1.700  0.10
H  -0.912  1.885  0.221  0.05
H  -2.418  0.881  0.631  0.09
H  -1.575  0.790  -0.900  0.07
H  2.887  -0.453  -0.936  -0.12
H  3.158  -0.429  1.263  -0.09

Calculated values
ΔE to the lowest compared entry with this formula, charge and spin in kJ/mol: 513.13
Orbital gap (alpha / beta) in eV: 7.1 / 8.3
Charge: 0


3.
Below is a structure of composition C24H14Cl5PSr, with properties calculated with ωB97M-V/def2-TZVPD.

Last column: Löwdin charge in e.
Cartesian coordinates (Å):
Sr  -0.130  0.128  -0.256  1.32
C  1.289  -3.034  -2.959  -0.07
C  1.131  -1.799  -3.574  -0.07
C  -0.022  -1.060  -3.350  -0.15
C  -1.036  -1.545  -2.515  -0.48
C  -0.861  -2.784  -1.896  -0.10
C  0.294  -3.524  -2.122  -0.07
P  -2.456  -0.415  -2.157  1.00
C  -3.558  -0.668  -3.584  -0.39
C  -4.445  0.356  -3.912  -0.10
C  -5.348  0.196  -4.953  -0.08
C  -5.361  -0.985  -5.682  -0.08
C  -4.474  -2.006  -5.367  -0.08
C  -3.578  -1.850  -4.320  -0.08
C  -3.221  -1.213  -0.718  -0.50
C  -4.438  -1.889  -0.763  -0.10
C  -4.932  -2.461  0.401  -0.11
C  -4.199  -2.358  1.575  -0.11
C  -2.980  -1.684  1.588  -0.18
C  -2.438  -1.069  0.450  -0.29
H  2.191  -3.609  -3.122  0.11
H  1.911  -1.400  -4.209  0.11
H  -0.131  -0.085  -3.812  0.09
H  -1.625  -3.157  -1.224  0.11
H  0.419  -4.484  -1.638  0.11
H  -4.425  1.281  -3.349  0.10
H  -6.035  0.994  -5.200  0.10
H  -6.060  -1.110  -6.499  0.10
H  -4.481  -2.926  -5.937  0.10
H  -2.891  -2.651  -4.075  0.11
H  -5.001  -1.969  -1.688  0.10
H  -5.881  -2.984  0.390  0.10
H  -4.584  -2.806  2.485  0.09
H  -2.447  -1.634  2.534  0.07
Cl  2.158  0.410  1.838  0.58
C  3.012  1.090  0.436  -0.72
C  2.293  1.198  -0.733  -0.31
C  2.987  1.742  -1.797  -0.72
Cl  2.139  1.944  -3.322  0.63
C  4.317  2.146  -1.719  -0.71
Cl  5.132  2.813  -3.085  0.67
C  4.999  2.007  -0.507  -0.71
Cl  6.641  2.497  -0.374  0.68
C  4.339  1.472  0.596  -0.71
Cl  5.155  1.296  2.107  0.67

Calculated values
ΔE to the lowest compared entry with this formula, charge and spin in kJ/mol: 2.96
Orbital gap in eV: 7.8
Charge: 0


4.
Below is a structure of composition C62H59F4InN8O3PS2, with properties calculated with ωB97M-V/def2-TZVPD.

Last column: Löwdin charge in e.
Cartesian coordinates (Å):
In  0.394  0.170  0.043  0.85
O  3.520  -2.120  1.803  0.04
C  2.896  -1.372  1.056  -0.52
N  1.653  -1.551  0.617  -0.03
C  0.922  -2.605  1.265  -0.15
C  -0.024  -2.051  2.288  -0.26
C  -0.372  -2.780  3.423  -0.01
C  -1.195  -2.204  4.368  -0.03
C  -1.649  -0.909  4.159  -0.03
C  -1.257  -0.256  3.008  -0.17
N  -0.484  -0.827  2.092  0.05
C  3.586  -0.130  0.571  -0.22
C  4.977  -0.073  0.599  0.02
C  5.606  1.120  0.297  -0.02
C  4.813  2.230  0.048  -0.02
C  3.438  2.079  0.038  -0.12
N  2.835  0.916  0.248  0.07
H  0.337  -3.142  0.516  0.10
H  1.627  -3.288  1.753  0.13
H  0.037  -3.767  3.566  0.12
H  -1.454  -2.736  5.270  0.12
H  -2.273  -0.410  4.882  0.11
H  -1.541  0.772  2.828  0.09
H  5.529  -0.968  0.841  0.13
H  6.682  1.183  0.273  0.12
H  5.248  3.195  -0.149  0.12
H  2.793  2.930  -0.110  0.09
C  2.079  -0.744  -4.823  -0.10
C  1.787  -1.209  -3.400  -0.51
C  2.961  -0.856  -2.495  -0.12
P  0.202  -0.550  -2.618  1.13
C  -1.168  -1.675  -3.271  -0.50
C  -2.466  -0.882  -3.371  -0.11
C  -0.885  -2.427  -4.569  -0.10
C  -0.154  1.088  -3.316  -0.30
C  -0.352  1.275  -4.683  -0.08
C  -0.685  2.503  -5.237  -0.28
C  -0.713  2.735  -6.711  -0.05
C  -0.988  3.547  -4.363  -0.03
C  -0.825  3.393  -3.015  -0.03
C  -0.311  2.199  -2.442  -0.33
N  -0.035  2.188  -1.126  -0.01
C  0.200  3.422  -0.538  -0.28
C  -0.611  3.865  0.525  -0.23
C  -1.859  3.115  0.853  -0.05
C  -0.317  5.051  1.170  -0.01
C  0.748  5.847  0.774  -0.28
C  1.104  7.103  1.490  -0.06
C  1.483  5.452  -0.340  -0.01
C  1.231  4.273  -1.015  -0.23
C  2.063  3.958  -2.230  -0.03
H  3.037  -1.161  -5.136  0.09
H  2.160  0.340  -4.857  0.08
H  1.328  -1.072  -5.536  0.06
H  1.669  -2.300  -3.384  0.10
H  3.006  0.220  -2.320  0.07
H  3.896  -1.166  -2.960  0.09
H  2.860  -1.364  -1.538  0.05
H  -1.271  -2.412  -2.466  0.03
H  -2.428  -0.159  -4.183  0.08
H  -2.619  -0.348  -2.437  0.03
H  -3.311  -1.547  -3.550  0.09
H  -0.888  -1.755  -5.423  0.07
H  -1.677  -3.158  -4.727  0.08
H  0.058  -2.965  -4.538  0.07
H  -0.209  0.444  -5.355  0.09
H  -0.802  1.807  -7.269  0.08
H  0.210  3.228  -7.019  0.08
H  -1.531  3.398  -6.980  0.08
H  -1.345  4.484  -4.762  0.12
H  -1.072  4.211  -2.356  0.12
H  -2.505  3.065  -0.023  0.08
H  -2.402  3.598  1.660  0.09
H  -1.605  2.097  1.131  -0.01
H  -0.942  5.369  1.991  0.11
H  0.400  7.318  2.288  0.08
H  1.128  7.949  0.805  0.08
H  2.098  6.992  1.918  0.06
H  2.284  6.090  -0.684  0.12
H  3.067  4.365  -2.118  0.08
H  1.618  4.424  -3.110  0.09
H  2.134  2.887  -2.415  0.07
O  -2.119  0.055  -0.339  -0.56
S  -3.196  0.202  0.686  1.00
C  -3.942  -1.473  0.876  -0.29
C  -4.366  -2.109  -0.433  -0.22
C  -4.523  -3.638  -0.300  -0.20
C  -3.650  -4.404  -1.278  -0.28
S  -1.827  -4.274  -0.908  1.00
O  -1.633  -2.980  -0.221  -0.54
C  -1.791  -5.546  0.385  -0.37
C  -1.421  -6.826  0.009  -0.08
C  -1.368  -7.824  0.965  -0.06
C  -1.675  -7.535  2.286  -0.06
C  -2.020  -6.246  2.657  -0.06
C  -2.072  -5.243  1.704  -0.09
C  -4.585  1.014  -0.152  -0.36
C  -5.748  1.215  0.576  -0.08
C  -6.794  1.926  0.014  -0.07
C  -6.671  2.448  -1.266  -0.07
C  -5.498  2.263  -1.977  -0.05
C  -4.447  1.557  -1.416  -0.07
H  -4.760  -1.364  1.584  0.10
H  -3.129  -2.047  1.324  0.06
H  -3.587  -1.883  -1.161  0.07
H  -5.297  -1.664  -0.789  0.12
H  -5.563  -3.920  -0.481  0.12
H  -4.270  -3.959  0.714  0.10
H  -3.771  -4.016  -2.288  0.09
H  -3.877  -5.468  -1.272  0.09
H  -1.167  -7.027  -1.021  0.11
H  -1.082  -8.824  0.681  0.11
H  -1.631  -8.313  3.032  0.11
H  -2.250  -6.016  3.686  0.11
H  -2.312  -4.224  1.973  0.09
H  -5.832  0.829  1.581  0.11
H  -7.705  2.078  0.573  0.11
H  -7.481  3.018  -1.696  0.11
H  -5.396  2.671  -2.971  0.11
H  -3.519  1.440  -1.951  0.10
F  5.241  2.900  4.267  0.14
C  4.780  1.653  4.419  -0.11
C  5.554  0.734  5.072  -0.11
F  6.747  1.116  5.532  0.15
C  5.124  -0.609  5.289  0.00
C  3.834  -0.925  4.769  -0.11
C  3.080  -0.002  4.100  -0.11
F  1.865  -0.361  3.637  0.13
C  3.507  1.331  3.881  0.01
C  2.734  2.259  3.160  -0.10
C  1.568  1.920  2.503  -0.10
N  0.614  1.718  1.881  0.23
C  3.106  3.589  2.896  -0.16
N  3.334  4.677  2.608  0.26
F  3.338  -2.148  4.953  0.15
C  5.909  -1.541  5.979  -0.09
C  7.210  -1.278  6.446  -0.16
N  8.277  -1.133  6.843  0.24
C  5.484  -2.844  6.293  -0.16
N  5.191  -3.911  6.600  0.24

Calculated values
ΔE to the lowest compared entry with this formula, charge and spin in kJ/mol: 0.00
Orbital gap (alpha / beta) in eV: 2.8 / 2.8
Charge: +1


5.
Below is the molecule C3H5FN2S, with properties calculated with ωB97M-V/def2-TZVPD.

Last column: Löwdin charge in e.
Cartesian coordinates (Å):
N  2.313  -0.581  0.039  0.14
C  0.976  -0.587  -0.008  -0.41
N  0.284  -1.741  -0.052  0.12
C  0.373  0.694  0.038  -0.30
F  1.267  1.769  0.028  -0.01
C  -0.991  0.964  -0.027  -0.55
S  -2.247  -0.177  -0.014  0.57
H  2.695  -1.431  -0.374  0.11
H  2.810  0.291  -0.314  0.15
H  -0.713  -1.627  0.004  -0.07
H  0.671  -2.511  0.645  0.18
H  -1.233  2.014  0.092  0.06

Calculated values
ΔE to the lowest compared entry with this formula, charge and spin in kJ/mol: 38.61
SMILES: NC(N)=C(F)C=S
Orbital gap in eV: 7.9
Charge: 0


6.
Below is the ion C4H4BrN2O with charge +1, with properties calculated with ωB97M-V/def2-TZVPD.

Last column: Löwdin charge in e.
Cartesian coordinates (Å):
H  -1.883  0.827  1.663  0.11
N  -1.165  0.502  1.030  0.16
C  -0.126  1.160  0.838  -0.75
Br  0.319  2.872  1.667  0.79
N  0.901  0.762  -0.013  0.04
C  1.015  -0.315  -0.791  -0.01
C  0.128  -1.357  -0.973  0.01
C  -1.080  -1.480  -0.353  -0.09
O  -2.107  -1.850  -0.053  0.31
H  1.680  1.419  -0.030  0.13
H  1.947  -0.363  -1.344  0.16
H  0.371  -2.177  -1.641  0.15

Calculated values
ΔE to the lowest compared entry with this formula, charge and spin in kJ/mol: 37.79
SMILES: [H]/N=C(Br)/[NH+]=C\C=C=O
Orbital gap in eV: 9.6
Charge: +1